(a)
Below is a 2-piece molecular cluster, C5H13NOSi overall, with properties calculated with ωB97M-V with the def2-TZVPD basis set.

Structure (XYZ):
```
21
Properties=species:S:1:pos:R:3:mulliken_charge:R:1
C -1.889 -1.476 0.040 -1.4368
C -0.744 -0.496 0.254 2.0231
C -0.734 -0.350 1.750 -1.7591
C -0.992 0.797 -0.440 -1.5559
C 0.464 -1.274 -0.070 -0.5216
N 1.137 -2.225 0.143 0.5160
O 1.925 -3.146 -0.022 -0.6943
H -2.732 -0.886 -0.317 0.3661
H -2.127 -1.684 1.111 0.2894
H -1.670 -2.199 -0.753 0.3809
H -0.029 0.470 1.988 0.3842
H -1.720 -0.353 2.162 0.3903
H -0.143 -1.135 2.265 0.4307
H -0.780 0.744 -1.533 0.3423
H -0.271 1.605 -0.039 0.3246
H -2.023 1.059 -0.312 0.4941
Si 2.976 0.711 -0.588 0.3724
H 1.599 0.263 -0.602 -0.0222
H 3.687 -0.309 0.094 -0.1052
H 3.402 0.709 -1.979 -0.1151
H 3.024 1.950 0.181 -0.1038
```

As for the lowest unoccupied orbital energy: 0.0235 Eh. For the HOMO energy, the calculation gives -8.99 eV. The frontier orbital gap comes out at 9.629 eV. As for the structure (SMILES): CC(C)(C)C#[N+][O-].[SiH4].

(b)
Below is a 2-piece molecular cluster, C5H13NOSi overall, with properties calculated with ωB97M-V with the def2-TZVPD basis set.

Structure (XYZ):
```
21
Properties=species:S:1:pos:R:3:mulliken_charge:R:1
C 0.166 -2.945 0.905 0.1411
C 0.817 -2.027 0.282 -0.4965
C 0.326 -4.022 1.921 -0.9309
C 0.406 1.666 0.921 -1.0202
C -1.295 2.982 -1.410 -1.0143
N -0.464 0.153 -1.390 -0.3679
O 1.369 2.312 -1.767 -0.5534
Si 0.065 1.744 -0.947 0.5867
H -0.847 -2.828 0.473 0.3010
H -0.070 -0.625 -0.867 0.2169
H 0.113 -4.990 1.469 0.2816
H 1.345 -4.022 2.298 0.2994
H -0.364 -3.868 2.750 0.2740
H 1.427 1.353 1.123 0.3045
H 0.263 2.633 1.394 0.3122
H -0.253 0.957 1.410 0.2784
H -0.895 3.988 -1.479 0.2864
H -1.737 2.739 -2.371 0.2883
H -2.091 2.983 -0.672 0.2990
H -0.508 -0.085 -2.368 0.2203
H 2.225 1.902 -1.675 0.2933
```

As for the lowest unoccupied orbital energy: -0.0192 Eh. For the HOMO energy, the calculation gives -9.32 eV. The frontier orbital gap comes out at 8.796 eV.

Going by the computed energies, the most stable comes first: (b), (a).

(a)
Below is one molecule with the formula C3H2N2O, with properties calculated with ωB97M-V with the def2-TZVPD basis set.

Structure (XYZ):
```
8
Properties=species:S:1:pos:R:3:mulliken_charge:R:1
N -0.135 2.418 -0.614 -0.3102
C -0.168 1.276 -0.448 0.0486
C -0.156 -0.181 -0.222 0.5374
O -1.288 -0.708 0.378 -0.5054
C 1.098 -0.562 0.465 0.0244
N 2.048 -1.209 0.359 -0.3742
H -0.052 -0.683 -1.192 0.2004
H -1.347 -0.350 1.273 0.3790
```

As for the lowest unoccupied orbital energy: -0.0105 Eh. For the HOMO energy, the calculation gives -12.55 eV. The frontier orbital gap comes out at 12.260 eV. As for the structure (SMILES): N#CC(O)C#N.

(b)
Below is one molecule with the formula C3H2N2O, with properties calculated with ωB97M-V with the def2-TZVPD basis set.

Structure (XYZ):
```
8
Properties=species:S:1:pos:R:3:mulliken_charge:R:1
O 2.010 -0.066 0.005 -0.4845
C 0.793 -0.082 -0.032 0.7144
C -0.268 -1.203 -0.092 -0.2770
N -1.425 -0.659 0.048 -0.2751
N -1.259 0.865 -0.046 -0.3000
C -0.016 1.145 0.010 -0.1306
H -0.067 -2.240 0.108 0.3775
H 0.232 2.241 -0.002 0.3752
```

As for the lowest unoccupied orbital energy: -0.0623 Eh. For the HOMO energy, the calculation gives -10.58 eV. The frontier orbital gap comes out at 8.889 eV. As for the structure (SMILES): O=C1C=NN=C1.

(c)
Below is one molecule with the formula C3H2N2O, with properties calculated with ωB97M-V with the def2-TZVPD basis set.

Structure (XYZ):
```
8
Properties=species:S:1:pos:R:3:mulliken_charge:R:1
O 0.375 1.313 -0.462 -0.4790
C -0.148 0.041 -0.462 0.1057
C 0.763 -0.960 0.137 0.2715
N 1.554 -1.703 0.538 -0.3351
C -1.381 0.079 1.254 -0.0480
N -1.611 -0.054 0.087 -0.1601
H 0.785 1.521 0.393 0.3845
H -0.338 -0.238 -1.486 0.2605
```

As for the lowest unoccupied orbital energy: -0.0089 Eh. For the HOMO energy, the calculation gives -11.96 eV. The frontier orbital gap comes out at 11.717 eV.

Going by the computed energies, the most stable comes first: (a), (b), (c).